Entry 1:
ORCA calculation (the ωB97M-V functional and the def2-TZVPD basis) on a structure of composition C27H20N3O4PtS3.

Last column: Löwdin charge in e.
Geometry (Å):
1 Pt 0.4399 1.1889 0.9263  1.14
2 S -0.3605 1.4926 3.5442  0.68
3 S -0.9775 1.4070 -0.7964  0.72
4 S -2.6995 -2.1779 0.3934  0.67
5 O -2.7750 -2.3338 1.8143  -0.27
6 O -1.2126 1.1172 2.3935  -0.42
7 O -0.8200 2.4960 4.4363  -0.22
8 O -2.4913 -3.3087 -0.4482  -0.25
9 N -1.4900 -1.0375 0.0808  -0.06
10 N 2.1359 3.6805 1.6264  0.11
11 N 0.9899 1.9516 2.6339  -0.23
12 C -3.4725 0.0389 -0.6278  -0.22
13 C 0.8869 -2.2476 5.7099  -0.24
14 C 2.9870 0.8208 -0.7669  -0.03
15 C 1.2558 -0.9876 6.1938  -0.02
16 C 2.0150 1.0505 -0.0480  -0.24
17 C 0.1218 0.0449 4.3721  -0.30
18 C 5.7159 1.3114 -3.1942  -0.05
19 C -0.2633 -1.1873 3.8641  -0.03
20 C -5.6434 0.7916 -1.2298  -0.04
21 C 4.0911 0.5567 -1.5829  -0.24
22 C 0.8741 0.1634 5.5388  -0.04
23 C 0.1245 -2.3278 4.5489  0.00
24 C -4.2782 1.0389 -1.1412  -0.01
25 C 1.7473 3.8525 3.9896  0.00
26 C -2.0100 0.0265 -0.4035  -0.70
27 C -6.1802 -0.4193 -0.8073  -0.04
28 C 2.4551 5.0395 4.0250  -0.04
29 C 2.8064 4.8255 1.6817  -0.11
30 C 1.3052 -3.4852 6.4484  -0.03
31 C -5.3693 -1.4235 -0.2837  -0.01
32 C 2.9950 5.5447 2.8526  -0.04
33 C -4.0206 -1.1633 -0.2105  -0.21
34 C 1.6168 3.2155 2.7555  -0.37
35 C 4.6329 1.5796 -2.3864  0.00
36 C 4.6547 -0.7344 -1.6107  0.00
37 C 5.7331 -0.9905 -2.4288  -0.05
38 C 6.2615 0.0299 -3.2156  -0.03
39 H 7.1098 -0.1761 -3.8552  0.12
40 H 3.2043 5.1866 0.7410  0.12
41 H 6.1688 -1.9792 -2.4607  0.12
42 H 1.8392 -0.9155 7.1030  0.13
43 H -5.7838 -2.3652 0.0491  0.13
44 H 4.1869 2.5642 -2.3543  0.12
45 H -0.1838 -3.2956 4.1751  0.13
46 H 1.1420 1.1359 5.9312  0.12
47 H -3.8612 1.9855 -1.4597  0.11
48 H 4.2256 -1.5084 -0.9893  0.13
49 H 6.1401 2.0904 -3.8120  0.11
50 H 0.9263 -4.3836 5.9662  0.08
51 H 2.3929 -3.5533 6.4973  0.09
52 H 2.5794 5.5626 4.9634  0.12
53 H 0.9340 -3.4633 7.4738  0.09
54 H -0.8770 -1.2571 2.9769  0.08
55 H -7.2462 -0.5845 -0.8845  0.12
56 H 1.3168 3.4383 4.8871  0.10
57 H 3.5452 6.4743 2.8378  0.11
58 H -6.2990 1.5529 -1.6295  0.12

**HOMO (alpha / beta)**: -0.417 / -0.420 Eh
**Total charge**: +1
**Lowest unoccupied orbital energy (alpha / beta)**: -6.76 / -6.71 eV

---

Entry 2:
ORCA calculation (the ωB97M-V functional and the def2-TZVPD basis) on an isolated molecule of C4H6ClNOS.

Last column: Löwdin charge in e.
Geometry (Å):
1 Cl 1.3033 1.7090 2.7726  0.18
2 S 1.1814 1.4120 0.7020  0.60
3 O 2.1875 0.4309 0.4458  -0.44
4 N -2.3087 2.0139 1.1372  0.18
5 C -1.3673 1.3463 0.9841  -0.32
6 C -0.3101 0.4062 0.7739  -0.42
7 C -0.5413 -0.2658 -0.9037  -0.18
8 C 0.3471 -1.4414 -1.0061  -0.15
9 H -0.2558 -0.5347 1.1649  0.08
10 H 1.2673 -0.9715 -0.7453  0.03
11 H -1.6099 -0.3872 -0.8351  0.08
12 H 0.4759 -1.7801 -2.0997  0.11
13 H 0.0145 -2.3790 -0.5621  0.09
14 H -0.3838 0.4414 -1.8285  0.15

**2S+1**: 3
**HOMO (alpha / beta)**: -0.240 / -0.398 Eh
**Total charge**: 0
**Lowest unoccupied orbital energy (alpha / beta)**: 0.59 / -4.03 eV

---

Entry 3:
ORCA calculation (the ωB97M-V functional and the def2-TZVPD basis) on a structure of composition C3H6O3Tl.

Last column: Löwdin charge in e.
Geometry (Å):
1 Tl 3.4092 0.4769 0.4274  1.25
2 O 2.0840 -1.5509 0.0381  -0.04
3 O 0.1500 -0.5774 0.1498  0.03
4 O 1.6400 0.0676 -1.3488  -0.01
5 C -0.9816 0.1416 -0.4115  -0.18
6 C 1.1956 -0.7858 -0.6063  -0.71
7 C -1.5817 0.9661 0.7018  -0.05
8 H -1.7098 0.3631 1.6099  0.09
9 H -2.5722 1.3165 0.3836  0.10
10 H -0.9705 1.8539 0.9092  0.09
11 H -0.7201 0.7697 -1.2692  0.13
12 H 1.7388 -2.4367 0.2152  0.17
13 H -1.6817 -0.6046 -0.7992  0.14

**HOMO**: -0.566 Eh
**Total charge**: +1
**Lowest unoccupied orbital energy**: -4.42 eV

---

Entry 4:
ORCA calculation (the ωB97M-V functional and the def2-TZVPD basis) on a cluster of 2 separate species, CH4BrO3P in total.

Last column: Löwdin charge in e.
Geometry (Å):
1 Br 0.8890 2.3530 0.6258  0.67
2 P -1.1351 -0.6610 -1.0215  0.62
3 O -0.1867 -1.9171 -0.5538  -0.25
4 O -1.3442 0.1532 0.1927  -0.39
5 O 0.0103 0.2210 -1.8493  -0.29
6 C 0.6296 0.7273 1.5587  -0.40
7 H 0.9449 -0.2375 1.3073  -0.01
8 H 0.0751 0.9092 2.3867  -0.05
9 H 0.1076 -2.6956 -1.1224  0.11
10 H 0.0095 1.1475 -1.5241  -0.01

**HOMO (alpha / beta)**: -0.300 / -0.355 Eh
**Total charge**: 0
**Lowest unoccupied orbital energy (alpha / beta)**: -2.36 / -0.07 eV

---

Entry 5:
ORCA calculation (the ωB97M-V functional and the def2-TZVPD basis) on a structure of composition C38H47HfN3PS3.

Last column: Löwdin charge in e.
Geometry (Å):
1 Hf 0.4519 1.0557 0.4065  1.10
2 S -1.5664 2.2565 -0.2649  0.57
3 S -1.4660 -0.4481 -2.3119  0.68
4 S 1.2797 1.0180 -1.9218  0.53
5 P -0.7257 -1.3225 1.0964  1.05
6 N -3.0393 -2.5880 -2.6110  0.03
7 N -2.4519 -1.6037 -4.4950  -0.17
8 N 4.7426 2.5913 -0.5691  -0.18
9 C 2.6991 4.6551 2.9390  -0.07
10 C -0.7970 2.9069 -1.7170  -0.74
11 C 3.8705 2.9614 -1.6949  -0.05
12 C -1.9814 -4.1756 2.3290  -0.03
13 C 1.9073 -4.0331 2.7373  -0.07
14 C 0.4333 -2.7217 1.3535  -0.35
15 C 3.5330 3.7941 2.2482  -0.06
16 C 5.5545 3.7455 -0.1529  0.00
17 C -1.6902 -0.8161 -5.4169  -0.05
18 C -1.8692 -0.3312 3.4887  -0.06
19 C -2.3407 -1.5587 -3.1574  -0.78
20 C -4.6708 -1.4851 0.3239  -0.08
21 C -1.5651 4.0917 -2.2559  -0.13
22 C 3.0236 2.9300 1.2759  -0.29
23 C 1.3426 4.6530 2.6574  -0.07
24 C 1.6410 2.8651 1.0022  -0.25
25 C -2.4197 -2.0180 1.0430  -0.32
26 C -3.3304 -1.1572 0.4224  -0.15
27 C 0.3773 1.2012 4.0594  -0.03
28 C 0.9964 -3.0026 2.5978  -0.12
29 C 3.9691 1.9760 0.5673  -0.10
30 C 2.2726 -4.7827 1.6317  -0.07
31 C -1.8801 0.5394 4.5649  -0.06
32 C 0.4285 0.3116 2.9792  -0.39
33 C -2.8671 -3.2329 1.5779  -0.25
34 C 0.7834 3.0454 -3.6408  -0.11
35 C 1.6145 0.1756 2.1254  -0.25
36 C -3.2306 -2.7477 -4.9228  -0.12
37 C 0.8356 3.7583 1.7282  -0.14
38 C -4.2130 -3.5559 1.4348  -0.04
39 C 0.3066 -3.0683 -1.1188  -0.08
40 C 0.8315 -3.4507 0.2268  -0.28
41 C -0.7622 1.3169 4.8332  -0.06
42 C -3.8744 -3.2255 -3.6136  -0.13
43 C 0.2954 2.4438 -2.3498  -0.74
44 C -5.1129 -2.6995 0.8242  -0.07
45 C 1.7408 -4.4870 0.3888  -0.04
46 C -0.7384 -0.4410 2.6892  -0.35
47 H -2.7627 0.6244 5.1774  0.11
48 H -0.9441 -1.4289 -5.9348  0.10
49 H -0.7773 2.0159 5.6571  0.11
50 H -6.1553 -2.9719 0.7573  0.11
51 H 4.4477 3.4669 -2.4683  0.11
52 H 0.7223 -2.4094 3.4613  0.11
53 H -2.3544 -0.3536 -6.1508  0.10
54 H -3.8443 -4.3097 -3.4992  0.12
55 H 2.4745 0.6827 2.5682  0.07
56 H -2.5724 -3.5094 -5.3574  0.13
57 H -0.7832 -3.0290 -1.1205  0.04
58 H 2.0427 -5.0686 -0.4692  0.11
59 H 1.8807 -0.8699 1.9506  0.04
60 H 1.2534 1.7979 4.2848  0.12
61 H -4.9150 -2.8876 -3.5370  0.12
62 H 4.5825 3.7644 2.5057  0.11
63 H -2.9785 -0.2126 0.0188  0.03
64 H 2.3252 -4.2549 3.7077  0.11
65 H 2.9743 -5.5950 1.7388  0.11
66 H 1.8520 3.2411 -3.5796  0.05
67 H 5.3783 1.8594 -0.9009  0.19
68 H 0.2724 3.9708 -3.8792  0.07
69 H 4.7097 1.5826 1.2702  0.14
70 H 0.6791 5.3175 3.1898  0.11
71 H -0.2355 3.7726 1.5480  0.05
72 H 6.2223 4.0401 -0.9611  0.11
73 H 0.6273 2.3350 -4.4523  0.08
74 H -5.3649 -0.7946 -0.1328  0.11
75 H 4.8887 4.5739 0.0840  0.11
76 H 0.6666 -2.0682 -1.3833  0.04
77 H -2.3922 4.3043 -1.5850  0.05
78 H 3.0949 5.3120 3.6990  0.11
79 H -3.3409 -2.5150 -1.6507  0.10
80 H 3.3920 1.1404 0.1416  0.09
81 H -3.9653 -2.4515 -5.6739  0.13
82 H -0.9440 4.9860 -2.3247  0.08
83 H 6.1511 3.4995 0.7230  0.11
84 H 3.0800 3.6168 -1.3252  0.11
85 H -1.4706 -3.6558 3.1368  0.08
86 H -4.5642 -4.4961 1.8344  0.11
87 H -2.5711 -4.9796 2.7603  0.08
88 H -1.9796 3.8734 -3.2395  0.09
89 H -1.1791 -0.0375 -4.8501  0.04
90 H -2.7495 -0.9123 3.2519  0.11
91 H 3.3882 2.0717 -2.1161  0.02
92 H -1.2286 -4.6150 1.6767  0.09
93 H 0.6285 -3.7626 -1.8896  0.09

**HOMO**: -0.350 Eh
**Total charge**: +1
**Lowest unoccupied orbital energy**: -2.37 eV

---

Entry 6:
ORCA calculation (the ωB97M-V functional and the def2-TZVPD basis) on a structure of composition C19H15ClN4O4SbSe4Y.

Last column: Löwdin charge in e.
Geometry (Å):
1 Sb 1.5031 -3.9310 -3.4891  -0.15
2 Y 0.2986 0.0308 -0.1475  1.31
3 Se 0.6104 -2.1499 -1.5542  0.14
4 Se 1.3405 -6.0928 -2.6510  -0.05
5 Se 3.0579 -2.4391 -2.2394  0.09
6 Se 0.8506 -2.9377 -5.4914  -0.08
7 Cl 4.5292 -1.1899 4.2575  0.86
8 O 2.8129 3.0813 4.5280  0.13
9 O 4.3566 1.6295 5.1514  0.08
10 O 1.1388 3.2387 2.5330  0.09
11 O 0.6217 2.0678 0.7195  -0.13
12 N 2.8054 -0.9545 2.2704  -0.06
13 N 1.9517 -0.0988 1.6779  0.04
14 N 2.7016 1.1196 -3.9215  0.09
15 N 1.8169 0.8353 -1.9433  -0.09
16 C -2.2706 0.2704 -0.2329  -0.28
17 C 2.8975 -2.3046 1.8033  -0.23
18 C -2.1034 -1.9751 0.1964  -0.19
19 C 3.4550 1.9360 4.4137  -0.51
20 C 2.9766 0.9683 3.3737  -0.03
21 C 1.2016 2.2327 1.8399  -0.56
22 C 1.7458 -3.0701 1.7398  -0.05
23 C 2.0361 1.0610 2.3282  -0.11
24 C -2.4753 -0.4341 -1.4397  -0.17
25 C 3.0568 -4.8770 0.8459  -0.08
26 C 4.2045 -4.1016 0.9401  -0.08
27 C 3.0569 1.4152 -1.7964  -0.14
28 C 3.6209 1.5913 -3.0197  -0.07
29 C -2.3740 -1.8088 -1.1745  -0.21
30 C 3.4352 -0.3444 3.2910  -0.57
31 C 1.6390 0.6706 -3.2404  -0.23
32 C 1.8322 -4.3628 1.2390  -0.08
33 C 4.1311 -2.8001 1.4048  -0.05
34 C -2.0285 -0.7011 0.7962  -0.27
35 H 0.7982 0.1842 -3.7105  0.12
36 H 5.1571 -4.5004 0.6205  0.11
37 H -2.4906 -2.6020 -1.8980  0.10
38 H -2.4350 1.3274 -0.0599  0.10
39 H 3.4545 1.6711 -0.8294  0.11
40 H 0.9346 -4.9597 1.1443  0.11
41 H -1.9979 -0.4856 1.8586  0.10
42 H 3.1126 -5.8779 0.4400  0.10
43 H 4.5661 1.9949 -3.3297  0.12
44 H 2.0621 3.1777 3.8747  0.07
45 H 2.8147 1.0521 -4.9201  0.17
46 H 0.7911 -2.6692 2.0634  0.11
47 H -2.6859 0.0187 -2.3980  0.10
48 H 5.0110 -2.1739 1.4526  0.11
49 H -1.9629 -2.9175 0.7065  0.10

**HOMO**: -0.306 Eh
**Total charge**: 0
**Lowest unoccupied orbital energy**: -1.15 eV

---

Entry 7:
ORCA calculation (the ωB97M-V functional and the def2-TZVPD basis) on a cluster of 8 separate species, C24H68N4O8 in total.

Last column: Löwdin charge in e.
Geometry (Å):
1 O 4.1021 -3.6221 -3.7680  -0.18
2 O 7.0961 5.3354 0.4329  -0.19
3 O -7.1908 -2.2863 -3.4247  -0.08
4 O -0.3707 1.6146 1.0777  -0.09
5 O 2.4394 3.1143 -7.4483  -0.22
6 O -7.5746 -3.3463 6.8171  -0.23
7 O -0.3552 10.3323 1.2418  -0.08
8 O 0.2054 -5.7698 10.4511  -0.08
9 N 5.3052 2.7147 2.2958  0.02
10 N 0.4448 0.7437 -5.3463  0.03
11 N 4.5278 -4.6250 -6.3417  0.03
12 N -6.8950 -6.7280 5.2160  0.04
13 C -0.4904 1.9702 -7.1611  -0.09
14 C -0.2525 -4.6518 8.4375  -0.11
15 C -1.5463 0.4704 2.7482  -0.09
16 C -6.9504 -4.3959 5.9570  -0.15
17 C 3.8178 -3.9104 -2.4098  -0.13
18 C 0.8115 1.4418 -6.6374  -0.41
19 C 6.5039 3.2915 1.6413  -0.37
20 C -7.5317 -5.7835 6.1757  -0.48
21 C 1.8202 2.5847 -6.2104  -0.15
22 C -1.4568 1.7797 1.9452  -0.32
23 C -0.8511 9.6587 0.1229  -0.34
24 C 5.3187 -4.2994 -4.1075  -0.20
25 C 6.8124 6.4261 -0.3896  -0.13
26 C -9.0116 -3.1275 6.6196  -0.08
27 C 5.6269 -4.1855 -5.5925  -0.47
28 C 7.1212 2.2417 0.6214  -0.05
29 C -0.0138 -5.9717 9.0656  -0.35
30 C -7.4270 -6.3027 7.5431  -0.07
31 C 3.6153 3.8612 -7.2115  -0.12
32 C -7.7892 -1.1042 -3.8183  -0.35
33 C 6.0103 4.5596 0.8494  -0.22
34 C 5.9964 -2.7990 -6.1138  -0.06
35 C -7.6502 -0.0843 -2.6304  -0.07
36 C -0.0419 10.2109 -0.9899  -0.11
37 H 5.4285 4.2915 -0.0324  0.12
38 H -0.3592 0.1721 -5.5632  0.06
39 H -7.8175 -7.3193 7.5886  0.08
40 H 1.2332 0.1552 -5.1179  0.06
41 H 5.0042 3.2652 3.0873  0.06
42 H 6.1848 -2.7987 -7.1874  0.07
43 H -8.5946 -5.7235 5.9418  0.12
44 H 0.5733 -3.9562 8.5871  0.08
45 H 6.0845 -3.7481 -3.5619  0.12
46 H -9.3141 -2.3560 7.3276  0.09
47 H -7.1640 -4.0355 4.9507  0.11
48 H -1.2468 -4.2764 8.6793  0.08
49 H -1.2631 1.2601 -7.4557  0.08
50 H 4.5853 -5.6334 -6.3477  0.08
51 H 2.5525 2.0256 -5.6278  0.11
52 H 3.6703 -4.4218 -5.8483  0.07
53 H -0.3349 2.5335 -8.0813  0.08
54 H -7.4558 -6.6636 4.3784  0.06
55 H -0.3804 11.1274 -1.4733  0.08
56 H 1.1245 -5.6151 10.6811  0.08
57 H -1.0914 10.5179 1.8293  0.08
58 H 6.4030 -4.9131 -5.8300  0.14
59 H 0.8568 -6.4256 8.5922  0.11
60 H -1.2382 2.6481 2.5666  0.11
61 H 6.0923 7.1153 0.0514  0.08
62 H -6.4135 -6.3057 7.9441  0.09
63 H -0.9020 2.7447 -6.5139  0.08
64 H -8.0456 0.9216 -2.7714  0.07
65 H 1.0207 10.3286 -0.7774  0.08
66 H 3.3977 4.7183 -6.5741  0.09
67 H -0.0244 9.5063 -1.8214  0.07
68 H -0.6199 0.3382 3.3071  0.07
69 H -7.1002 -7.6951 5.4225  0.06
70 H 1.3168 0.8366 -7.3900  0.13
71 H -8.7754 -1.3606 -4.2054  0.10
72 H 4.5668 2.8618 1.6226  0.06
73 H 3.0919 -3.1870 -2.0385  0.08
74 H 6.3494 1.8328 -0.0307  0.07
75 H 3.3313 -4.8741 -2.2590  0.09
76 H 1.3301 3.3852 -5.6562  0.12
77 H -9.0009 -2.7271 5.6059  0.08
78 H -0.7283 8.5975 0.3395  0.11
79 H 7.6670 7.0481 -0.6557  0.09
80 H 5.1692 -2.1142 -5.9273  0.08
81 H 6.9135 -2.4016 -5.6787  0.07
82 H -2.3225 2.0367 1.3349  0.11
83 H 6.4342 6.1451 -1.3726  0.08
84 H 7.5662 1.4506 1.2250  0.07
85 H 5.3856 5.2006 1.4715  0.12
86 H -8.0502 -0.5531 -1.7313  0.07
87 H -7.3038 -0.7279 -4.7188  0.11
88 H -0.8082 -6.6986 8.8959  0.11
89 H -1.7115 -0.4594 2.2039  0.07
90 H -1.9135 9.8304 -0.0500  0.11
91 H 7.8874 2.7080 0.0021  0.07
92 H -0.6416 1.3108 0.2082  0.08
93 H 4.2708 3.2333 -6.6080  0.07
94 H -5.8700 -4.4111 6.1009  0.13
95 H -9.5807 -4.0533 6.7045  0.07
96 H -7.7300 -2.5432 -2.6731  0.08
97 H 4.6096 -3.6742 -1.6989  0.09
98 H -8.0470 -5.7018 8.2084  0.08
99 H -0.1424 -4.8192 7.3661  0.07
100 H 7.1983 3.5474 2.4416  0.13
101 H 4.0707 3.9409 -8.1986  0.09
102 H 5.3542 -5.3286 -3.7502  0.12
103 H -6.5666 0.0253 -2.5876  0.07
104 H -2.3425 0.5035 3.4920  0.06

**SMILES string**: COC[C@H](C)N.COC[C@H](C)N.COC[C@H](C)N.COC[C@H](C)N.CCO.CCO.CCO.CCO
**HOMO**: -0.340 Eh
**Total charge**: 0
**Lowest unoccupied orbital energy**: 0.46 eV

---

Entry 8:
ORCA calculation (the ωB97M-V functional and the def2-TZVPD basis) on an isolated molecule of C4H9O2P.

Last column: Löwdin charge in e.
Geometry (Å):
1 P -1.1887 -1.1851 0.1300  0.86
2 O -1.8046 0.1326 -0.6237  -0.48
3 O 0.1309 -0.6367 0.8847  -0.38
4 C 1.4524 1.2334 0.4186  0.06
5 C 2.1018 -1.0615 -0.4272  -0.06
6 C -2.6731 0.9483 0.1314  -0.19
7 C 1.2866 -0.0671 0.3025  -0.47
8 H -3.7960 0.7845 -0.1790  0.11
9 H 0.8342 1.8704 1.0632  0.08
10 H 1.4851 -1.7802 -0.9539  0.03
11 H -0.6056 -1.6999 -1.1741  -0.01
12 H 2.4488 -1.9683 0.3243  0.15
13 H 2.9652 -0.7422 -0.9697  0.07
14 H -2.3978 1.9189 -0.1543  0.06
15 H 2.3936 1.6154 0.0186  0.07
16 H -2.6326 0.6374 1.2085  0.07

**SMILES string**: C=C(C)OPOC
**HOMO**: -0.336 Eh
**Total charge**: 0
**Lowest unoccupied orbital energy**: 0.94 eV

---

So what do the calculations give for energy? Going down the list: -2819.60411; -1144.14803; -515.87006; -3181.53010; -3224.23582; -11597.69640; -1775.90339; -649.59448 Eh.
So what do the calculations give for max |F|? Going down the list: 0.0098; 0.1311; 0.0791; 0.0570; 0.0374; 0.0464; 0.0539; 0.0859 Eh/bohr.